The following is a quantum chemistry calculation of a structure of composition C13H17ClEuO, from the OMol25 dataset.

Each line ends with the natural charge from an NBO analysis.
Element x y z (Å)
C: 0.3009 3.0979 -0.6540  -0.3119
C: 0.3462 2.4758 -1.9268  -0.3526
C: 1.3023 1.4304 -1.8796  -0.4048
H: -0.2955 2.7139 -2.7593  0.2209
C: 1.8773 1.4291 -0.5628  -0.3564
C: 1.2697 2.4869 0.1779  -0.3358
H: 1.5959 2.8268 1.1652  0.2049
H: -0.3298 3.9377 -0.3662  0.2160
H: 1.5514 0.7257 -2.6735  0.2199
H: 2.6758 0.7774 -0.1965  0.2124
Eu: -0.7986 0.1709 -0.4889  1.7193
Cl: -2.7127 1.8052 -0.8430  -0.6461
C: -2.6609 -1.7034 -1.1483  -0.4128
C: -1.4133 -2.3988 -1.2642  -0.3890
C: -0.8392 -2.0611 -2.5289  -0.3430
H: -0.9925 -3.0799 -0.5293  0.2291
C: -1.7249 -1.1638 -3.1914  -0.3335
C: -2.8416 -0.9360 -2.3421  -0.2892
H: -3.6904 -0.2993 -2.5712  0.2288
H: -3.3432 -1.7257 -0.3011  0.2257
H: 0.0540 -2.5017 -2.9629  0.2125
H: -1.6216 -0.7907 -4.2083  0.2113
C: 0.9373 0.5734 3.2024  -0.6219
C: 1.2230 -0.6250 2.3118  0.1253
C: 1.2523 -1.9139 3.1066  -0.6167
O: 0.2805 -0.6480 1.2783  -0.9252
H: -0.0480 0.5088 3.6702  0.1937
H: 0.9917 1.4947 2.6274  0.2187
H: 1.6786 0.6359 3.9985  0.1824
H: 2.2334 -0.4791 1.8902  0.1321
H: 0.3181 -2.0475 3.6612  0.1923
H: 1.3585 -2.7891 2.4697  0.2059
H: 2.0653 -1.9272 3.8390  0.1876

## Properties
Multiplicity   7
Total charge   -1
E_LUMO (spin up / spin down)   2.505 / 3.193 eV

=====

The following is a quantum chemistry calculation of a cluster of 2 separate species, CN4O4 in total, from the OMol25 dataset.

Each line ends with the natural charge from an NBO analysis.
Element x y z (Å)
N: -1.4101 1.8927 0.7500  -0.3446
C: -1.2471 0.9303 0.1292  0.5111
O: -1.0164 0.0012 -0.6610  -0.4311
N: -0.7668 -1.4163 -0.1075  0.7552
O: -0.6603 -1.4364 1.0427  -0.2636
O: -0.7221 -2.2272 -0.9095  -0.2295
N: 2.6064 -0.0034 0.4319  -0.0850
N: 1.9210 0.7179 -0.0699  0.4186
O: 1.2953 1.5411 -0.6058  -0.3311

## Properties
Total charge   0
Structure (SMILES)   N#CO[N+](=O)[O-].N#[N+][O-]
ΔE to the lowest compared entry with this formula, charge and spin   8.63 kcal per mole
E_LUMO   -0.672 eV

=====

The following is a quantum chemistry calculation of a cluster of 2 separate species, C4H10N3 in total, from the OMol25 dataset.

Each line ends with the natural charge from an NBO analysis.
Element x y z (Å)
C: 2.5235 -0.2380 -1.9707  -0.1745
C: 0.2621 -0.9810 -1.4139  0.5008
C: -0.8782 1.7561 1.5555  -0.4306
C: -1.5181 -1.4600 0.0613  -0.0576
N: 1.3770 -0.6129 -1.5759  -0.2229
N: -0.0249 0.5697 1.2000  -0.8881
N: -0.8318 -1.5969 -1.0500  -0.4804
H: 3.1725 -0.9355 -2.5230  0.2366
H: 3.0238 0.5780 -1.4427  0.2267
H: 0.8137 1.2458 0.9091  0.3784
H: -1.7877 1.3317 1.4575  0.1864
H: -0.8566 2.0786 2.6087  0.1983
H: -0.5735 2.6587 0.9981  0.2068
H: -2.4334 -1.9514 0.0784  0.2057
H: -1.2059 -0.7015 0.7272  0.2513
H: 0.1801 0.3607 2.2656  0.3892
H: -1.2427 -2.1023 -1.8851  0.4738

## Properties
Total charge   +1
ΔE to the lowest compared entry with this formula, charge and spin   157.33 kcal per mole
E_LUMO (spin up / spin down)   -5.219 / -4.536 eV

=====

The following is a quantum chemistry calculation of a structure of composition C9H7F2IN2, from the OMol25 dataset.

Each line ends with the natural charge from an NBO analysis.
Element x y z (Å)
C: -2.3605 0.8537 -0.2710  -0.2313
C: -1.2093 1.7378 -0.3717  -0.1888
C: -0.8806 -1.0446 0.2538  -0.2549
C: -2.1457 -0.5018 -0.1087  -0.0189
C: 0.0563 1.2366 -0.2741  0.0724
C: 0.1530 -0.1386 0.1676  0.1073
C: 2.0353 0.7944 -0.1121  0.4687
C: -3.2947 -1.4756 -0.1296  -0.6210
C: 4.5214 0.5800 0.1861  0.5500
N: 1.3201 1.8327 -0.3850  -0.5047
N: 1.5454 -0.3338 0.3035  -0.5889
F: 4.5248 0.6680 1.5130  -0.3351
F: 5.0782 1.5665 -0.4736  -0.3054
I: 5.0146 -1.4221 -0.2791  0.1333
H: -3.3192 1.2286 -0.3481  0.2132
H: -1.2477 2.8716 -0.4192  0.2267
H: -0.8067 -2.1038 0.4233  0.2199
H: -4.1731 -1.0880 0.5907  0.2119
H: -3.7471 -1.6207 -1.0836  0.2199
H: -3.0215 -2.5070 0.2797  0.2106
H: 1.9572 -1.1337 0.5384  0.4153

## Properties
Total charge   0
E_LUMO (spin up / spin down)   -0.857 / -0.828 eV

=====

The following is a quantum chemistry calculation of a structure of composition C13H19Cl2NNd, from the OMol25 dataset.

Each line ends with the Löwdin charge.
Element x y z (Å)
Nd: 0.8329 -0.3978 -0.1317  0.9486
Cl: 0.7895 -2.9411 -0.6816  -0.2880
Cl: 1.8375 1.8294 0.8741  -0.2222
C: 2.4372 -0.1565 -1.4784  -0.3616
H: 3.0135 0.7767 -1.4957  -0.0210
H: 2.8232 -0.9694 -2.1087  -0.0046
C: -0.3122 0.9969 -1.7703  -0.3996
C: 0.7803 0.3751 -2.3171  -0.5310
H: -0.1238 1.7681 -1.0105  0.0250
C: 0.4728 -0.7580 -3.3909  -0.2072
H: 1.3750 1.1394 -2.8365  0.0996
C: -0.6719 -0.3183 -4.2993  -0.2222
H: 1.3930 -0.9614 -3.9561  0.1024
H: 0.2172 -1.6855 -2.8515  0.0303
C: -1.9349 -0.0317 -3.4884  -0.2135
H: -0.3630 0.5910 -4.8320  0.1104
H: -0.8758 -1.0840 -5.0548  0.0971
C: -1.7092 0.9628 -2.3189  -0.2418
H: -2.7207 0.3556 -4.1501  0.0933
H: -2.3132 -0.9732 -3.0652  0.1035
H: -1.9844 1.9781 -2.6644  0.0914
H: -2.4210 0.7056 -1.5121  0.0836
C: -0.9391 -0.6451 6.7623  -0.0596
C: -0.6689 -0.5810 5.2866  -0.2794
C: 0.6093 -0.2791 4.8178  -0.0253
C: 0.8435 -0.2458 3.4376  -0.1541
N: -0.1077 -0.5145 2.5190  -0.0425
C: -1.3511 -0.7838 2.9696  -0.1148
C: -1.6721 -0.8253 4.3375  -0.0276
H: -0.3447 -1.4344 7.2440  0.0843
H: -0.6755 0.2985 7.2598  0.0834
H: -1.9953 -0.8506 6.9588  0.0717
H: 1.4338 -0.0649 5.4944  0.1130
H: 1.8225 0.0320 3.0405  0.0650
H: -2.1161 -0.9775 2.2153  0.1118
H: -2.6888 -1.0522 4.6359  0.1017

## Properties
Multiplicity   4
Total charge   -1
ΔE to the lowest compared entry with this formula, charge and spin   0.00 kcal per mole
E_LUMO (spin up / spin down)   2.484 / 2.484 eV

=====

The following is a quantum chemistry calculation of the molecule C2H6N4S, from the OMol25 dataset.

Each line ends with the natural charge from an NBO analysis.
Element x y z (Å)
C: -1.0848 0.1715 -2.1251  -0.6138
C: -0.8821 0.4923 -0.6343  -0.2570
N: 1.9076 0.2305 3.1387  -0.4586
N: 0.4517 0.3111 -0.2061  -0.6811
N: 1.3970 -1.2627 1.4385  -0.4700
N: 1.5586 -0.7433 2.4834  0.2183
S: 1.1224 -1.0750 -0.2031  0.8956
H: -2.1945 -0.0280 -2.4424  0.2121
H: -0.7570 1.0105 -2.5813  0.2021
H: -0.4164 -0.7157 -2.5810  0.1985
H: -1.6092 -0.0088 -0.0343  0.1989
H: -1.1479 1.5592 -0.4817  0.2025
H: 1.6547 0.0583 4.2288  0.3525

## Properties
Multiplicity   3
Total charge   0
ΔE to the lowest compared entry with this formula, charge and spin   45.14 kcal per mole
E_LUMO (spin up / spin down)   1.024 / -1.772 eV

=====

The following is a quantum chemistry calculation of a structure of composition C4H11NO3, from the OMol25 dataset.

Each line ends with the natural charge from an NBO analysis.
Element x y z (Å)
C: 0.0623 -1.6447 0.4514  0.2577
C: 0.1710 0.2291 1.1049  0.1948
C: -0.6119 0.5641 -0.0567  -0.0375
C: -0.0470 0.6999 -1.4444  -0.6817
N: -0.7145 2.2439 0.6024  -1.0117
O: -1.0283 -2.2947 -0.1437  -0.7196
O: 1.2324 -1.8206 -0.3188  -0.7732
O: 1.4956 0.5268 1.1998  -0.6855
H: -1.0778 -1.9984 -1.0633  0.4675
H: 1.5165 -2.7455 -0.2408  0.4811
H: 1.9312 0.2865 0.3651  0.4901
H: 0.1919 -2.1239 1.4259  0.1299
H: -0.3301 0.1905 2.0650  0.2042
H: -1.6534 0.2703 0.0059  0.2344
H: -1.4372 2.4311 1.2924  0.3707
H: 0.0044 2.9157 0.3395  0.3734
H: 0.4459 1.6570 -1.6366  0.2371
H: -0.8572 0.6295 -2.1711  0.2272
H: 0.7063 -0.0166 -1.7773  0.2411

## Properties
Total charge   0
ΔE to the lowest compared entry with this formula, charge and spin   120.94 kcal per mole
E_LUMO   0.627 eV

=====

The following is a quantum chemistry calculation of a cluster of 2 separate species, C3H4N2Si in total, from the OMol25 dataset.

Each line ends with the natural charge from an NBO analysis.
Element x y z (Å)
C: -0.9652 -1.5084 1.3345  0.2380
C: 0.8150 1.6338 -1.6655  -0.1974
C: -0.2780 -1.2512 0.0762  -0.7246
N: -1.6313 -1.7064 2.2699  -0.3282
N: 1.4397 1.5728 -2.6371  -0.2200
Si: 0.3179 1.2682 0.0480  1.0136
H: -0.6788 -1.2516 -0.9363  0.2545
H: 0.5772 -1.9554 0.0394  0.2465
H: 1.3451 1.5503 1.0626  -0.1202
H: -0.9417 1.6480 0.4082  -0.1623

## Properties
Total charge   0
ΔE to the lowest compared entry with this formula, charge and spin   35.01 kcal per mole
E_LUMO   -1.075 eV

=====

Number 5 is which compound?
C13H19Cl2NNd

=====

total charge of number 5 (C13H19Cl2NNd)?
-1